# C4H10N2O

C4H10N2O in the gas phase at a distorted geometry (ωB97M-V/def2-TZVPD, OMol25).

Structure (XYZ):
```
17
Properties=species:S:1:pos:R:3:mulliken_charge:R:1
N -0.928 -0.306 -2.250 -0.607
C 0.218 -0.424 -1.318 -0.592
C -0.025 0.349 -0.033 0.075
N -1.368 0.108 0.508 -0.577
C 0.959 -0.135 1.060 -0.681
C 0.809 0.629 2.355 -0.057
O 1.700 0.696 3.163 -0.485
H -1.271 0.644 -2.320 0.208
H -0.637 -0.581 -3.170 0.236
H 1.119 -0.130 -1.861 0.354
H 0.285 -1.478 -1.036 0.258
H 0.088 1.429 -0.166 0.254
H -2.080 0.221 -0.202 0.299
H -1.446 -0.859 0.809 0.251
H 2.004 -0.101 0.752 0.310
H 0.723 -1.194 1.201 0.346
H -0.151 1.134 2.508 0.407
```

Results
E   -343.14011 hartree
Strongest force on any atom   0.020 Eh/bohr
Energy above the lowest of the compared OMol25 structures with the same formula, charge and spin   161.1 kJ/mol
SMILES   NC[C@@H](N)CC=O
Charge   0
HOMO energy   -9.361 eV